Below is a 4-piece molecular cluster, H10NO3 overall in a non-equilibrium geometry, with properties calculated with ωB97M-V with the def2-TZVPD basis set.

Geometry (Å):
N 0.3272 0.0420 -0.6933
H -0.1885 -0.9363 -0.8515
H 0.7835 0.5024 -1.5444
H -0.3547 0.7687 -0.3815
H 0.9834 -0.0217 0.1148
H -1.9050 -2.9061 -0.6375
H -2.7931 -1.7206 -0.8198
O -1.8470 -1.9384 -0.7625
H 3.6541 0.4037 0.7351
H 3.0234 -1.0023 0.8494
O 2.7997 -0.0758 0.6060
H -1.3630 2.0946 1.7744
H -1.6459 2.7642 0.3840
O -1.2632 1.9841 0.8102

Output
- Total charge: +1
- Multiplicity: 1
- HOMO energy: -0.5839 Ha
- ΔE to the lowest compared entry with this formula, charge and spin: 12.0 kcal per mole
- Total energy: -7789.1580 eV

Below is a 2-piece molecular cluster, C3H10N2O overall in a non-equilibrium geometry, with properties calculated with ωB97M-V with the def2-TZVPD basis set.

Geometry (Å):
C 5.3053 -2.8893 -2.7318
C 4.7784 -0.7581 -2.0251
N 4.5820 -1.9839 -1.8455
H 6.3911 -2.7365 -2.6153
H 5.1310 -2.6750 -3.7859
H 5.0692 -3.9116 -2.4734
H 5.6552 -0.4888 -2.6261
H 4.2894 -0.0407 -1.3794
H -3.2161 1.8687 2.2115
N -6.0326 1.5034 2.9850
C -5.0970 2.3687 2.2677
O -3.8328 2.2343 2.8591
H -5.6340 0.5785 3.0653
H -6.9269 1.4695 2.5213
H -5.0276 2.0633 1.2192
H -5.4346 3.3976 2.3533

Output
- Multiplicity: 1
- HOMO energy: -0.3429 Ha
- SMILES: C=NC.NCO
- ΔE to the lowest compared entry with this formula, charge and spin: 54.2 kcal per mole
- Total energy: -8299.1526 eV

Below is a 2-piece molecular cluster, C6H11NO overall in a non-equilibrium geometry, with properties calculated with ωB97M-V with the def2-TZVPD basis set.

Geometry (Å):
C -1.5816 2.3186 0.3027
C -1.4845 -1.0253 -0.5886
C 2.1782 0.8610 -0.2301
C -0.5694 -1.7928 0.2968
C 0.8923 -0.0059 -0.6406
C 0.4752 -0.7781 0.6443
N -2.5866 2.1966 -0.1968
O -2.7533 -0.9547 -0.1152
H -0.5374 2.5655 0.5174
H 1.8173 1.7169 0.3571
H 2.7697 1.1560 -1.0018
H 2.6920 0.2637 0.4252
H -1.0788 -2.4190 1.0951
H -0.0845 -2.4108 -0.4819
H 1.2151 -0.7691 -1.2338
H 0.1866 0.5654 -1.1727
H 1.3245 -1.3925 0.9898
H 0.2808 -0.0001 1.4611
H -3.1555 -0.0955 -0.4280

Output
- Multiplicity: 1
- HOMO energy: -0.2932 Ha
- ΔE to the lowest compared entry with this formula, charge and spin: 118.7 kcal per mole
- Total energy: -9933.3062 eV

Below is one molecule with the formula C7H12, with properties calculated with ωB97M-V with the def2-TZVPD basis set.

Geometry (Å):
C 0.6758 0.1313 -1.9445
C 0.5736 -0.5738 -0.5966
C 1.3269 0.0735 0.6011
C 0.4323 -0.2524 1.7868
C -1.4296 0.8596 0.0835
C -0.6282 -0.9636 1.4054
C -0.8630 -0.5930 -0.0394
H 0.3155 1.1621 -1.8681
H 1.6986 0.1561 -2.3350
H 0.0498 -0.3839 -2.6855
H 0.9363 -1.6066 -0.7187
H 2.3075 -0.3800 0.7867
H 1.5012 1.1427 0.4264
H 0.5159 0.2057 2.7630
H -1.8331 1.2483 -0.8524
H -0.6676 1.5738 0.4354
H -2.2062 0.8954 0.8570
H -1.3691 -1.4354 2.0445
H -1.5686 -1.2159 -0.5989

Output
- Multiplicity: 1
- HOMO energy: -0.3225 Ha
- SMILES: C[C@@H]1C=CC[C@@H]1C
- ΔE to the lowest compared entry with this formula, charge and spin: 21.6 kcal per mole
- Total energy: -7452.4958 eV